An isolated ion of composition C18H23N2O4 and charge +1 at a distorted geometry. Source: the Open Molecules 2025 dataset; level of theory: the ωB97M-V functional and the def2-TZVPD basis.

Gap between HOMO and LUMO   7.791 eV
DFT total energy   -30202.01495 eV
Net charge   +1
Structure (SMILES)   COc1ccc(C[NH+]2CCN(C(=O)c3ccco3)CC2)cc1OC

Each atom is followed by the atoms it is bonded to, with distances in Å.
CARTESIAN COORDINATES (ANGSTROEM)
1 C -1.6218 2.5366 -4.3013  H2 1.088, H3 1.094, H4 1.093, O5 1.410
2 H -1.4409 3.2821 -5.0735  C1 1.088
3 H -1.9134 3.0404 -3.3751  C1 1.094
4 H -2.4223 1.8662 -4.6259  C1 1.093
5 O -0.3988 1.8495 -4.1551  C1 1.410, C6 1.358
6 C -0.3207 0.8047 -3.2910  O5 1.358, C7 1.391, C11 1.415
7 C -1.3700 0.4191 -2.4631  C6 1.391, C8 1.383, H47 1.077
8 C -1.2570 -0.6456 -1.5871  C7 1.383, C9 1.386, H46 1.079
9 C -0.0710 -1.3608 -1.5208  C8 1.386, C10 1.387, C18 1.504
10 C 0.9865 -0.9839 -2.3348  C9 1.387, C11 1.392, H17 1.079
11 C 0.8933 0.0804 -3.2269  C6 1.415, C10 1.392, O12 1.351
12 O 2.0261 0.3056 -3.9274  C11 1.351, C13 1.415
13 C 2.0791 1.2247 -5.0023  O12 1.415, H14 1.091, H15 1.089, H16 1.091
14 H 1.9344 2.2514 -4.6635  C13 1.091
15 H 3.0815 1.1140 -5.4136  C13 1.089
16 H 1.3424 0.9860 -5.7706  C13 1.091
17 H 1.9214 -1.5219 -2.3177  C10 1.079
18 C 0.0670 -2.5089 -0.5594  C9 1.504, H19 1.092, H20 1.093, N21 1.486
19 H 0.9763 -3.0799 -0.7578  C18 1.092
20 H -0.7957 -3.1746 -0.6411  C18 1.093
21 N 0.1090 -1.9996 0.8359  C18 1.486, H22 1.061, C23 1.483, C39 1.475
22 H -0.7571 -1.4042 0.9814  N21 1.061
23 C 1.2939 -1.1414 1.0795  N21 1.483, H24 1.091, H25 1.092, C26 1.551
24 H 1.1832 -0.2377 0.4777  C23 1.091
25 H 2.1853 -1.6740 0.7407  C23 1.092
26 C 1.3980 -0.7955 2.5878  C23 1.551, N27 1.447, H44 1.092, H45 1.089
27 N 0.0957 -0.9399 3.2024  C26 1.447, C28 1.416, C38 1.457
28 C -0.8637 -0.0104 2.7322  N27 1.416, O29 1.226, C30 1.435
29 O -1.7152 -0.3520 1.9183  C28 1.226
30 C -0.7406 1.3017 3.3006  C28 1.435, C31 1.386, O34 1.354
31 C 0.0124 1.7599 4.3704  C30 1.386, C32 1.400, H37 1.071
32 C -0.3165 3.1122 4.5254  C31 1.400, C33 1.373, H36 1.070
33 C -1.2406 3.3869 3.5478  C32 1.373, O34 1.324, H35 1.073
34 O -1.4992 2.3136 2.8165  C30 1.354, C33 1.324
35 H -1.7588 4.2936 3.3004  C33 1.073
36 H 0.0668 3.7930 5.2565  C32 1.070
37 H 0.6880 1.1804 4.9653  C31 1.071
38 C -0.3314 -2.3326 3.1951  N27 1.457, C39 1.541, H42 1.093, H43 1.091
39 C 0.0373 -3.0410 1.8776  N21 1.475, C38 1.541, H40 1.090, H41 1.092
40 H -0.7235 -3.7758 1.6134  C39 1.090
41 H 1.0034 -3.5465 1.9399  C39 1.092
42 H 0.1474 -2.8308 4.0415  C38 1.093
43 H -1.4105 -2.3516 3.3528  C38 1.091
44 H 2.0886 -1.4675 3.1010  C26 1.092
45 H 1.7554 0.2260 2.7134  C26 1.089
46 H -2.1016 -0.9091 -0.9687  C8 1.079
47 H -2.3022 0.9572 -2.4971  C7 1.077

C18H23N3O3 in the gas phase. Source: the Open Molecules 2025 dataset; level of theory: the ωB97M-V functional and the def2-TZVPD basis.

Gap between HOMO and LUMO   9.119 eV
DFT total energy   -29653.82677 eV
Structure (SMILES)   O=C(COCc1nc2ccccc2c(=O)[nH]1)NCC1CCCCC1

Each atom is followed by the atoms it is bonded to, with distances in Å.
CARTESIAN COORDINATES (ANGSTROEM)
1 O -0.6012 -1.6887 1.6287  C2 1.212
2 C -0.2782 -2.0575 0.5199  O1 1.212, N3 1.347, C25 1.538
3 N 0.6438 -1.4273 -0.2335  C2 1.347, H4 1.007, C5 1.446
4 H 0.8254 -1.7353 -1.1745  N3 1.007
5 C 1.3173 -0.2270 0.2103  N3 1.446, H6 1.095, H7 1.093, C8 1.533
6 H 1.1287 0.5782 -0.5075  C5 1.095
7 H 0.8633 0.0423 1.1673  C5 1.093
8 C 2.8269 -0.4247 0.3882  C5 1.533, C9 1.529, C13 1.530, H24 1.095
9 C 3.4305 0.8129 1.0540  C8 1.529, C10 1.526, H22 1.091, H23 1.093
10 C 4.9356 0.6516 1.2452  C9 1.526, C11 1.525, H20 1.092, H21 1.092
11 C 5.6199 0.3957 -0.0934  C10 1.525, C12 1.525, H18 1.092, H19 1.092
12 C 5.0284 -0.8423 -0.7586  C11 1.525, C13 1.527, H16 1.092, H17 1.092
13 C 3.5224 -0.6818 -0.9501  C8 1.530, C12 1.527, H14 1.093, H15 1.093
14 H 3.3303 0.1598 -1.6205  C13 1.093
15 H 3.1213 -1.5846 -1.4165  C13 1.093
16 H 5.2214 -1.7161 -0.1320  C12 1.092
17 H 5.5072 -1.0119 -1.7254  C12 1.092
18 H 5.4773 1.2609 -0.7449  C11 1.092
19 H 6.6931 0.2615 0.0552  C11 1.092
20 H 5.3465 1.5503 1.7090  C10 1.092
21 H 5.1270 -0.1886 1.9163  C10 1.092
22 H 2.9496 0.9801 2.0194  C9 1.091
23 H 3.2343 1.6866 0.4276  C9 1.093
24 H 2.9842 -1.2897 1.0414  C8 1.095
25 C -0.9077 -3.2986 -0.1347  C2 1.538, H26 1.100, O27 1.411, H47 1.093
26 H -0.4424 -3.5087 -1.1091  C25 1.100
27 O -2.3069 -3.1849 -0.2752  C25 1.411, C28 1.408
28 C -2.7110 -2.2175 -1.2148  O27 1.408, C29 1.510, H45 1.095, H46 1.099
29 C -2.4650 -0.8041 -0.7454  C28 1.510, N30 1.283, N39 1.357
30 N -1.7942 -0.0059 -1.4927  C29 1.283, C31 1.376
31 C -1.5555 1.2640 -1.0209  N30 1.376, C32 1.399, C36 1.406
32 C -0.8031 2.1438 -1.8063  C31 1.399, C33 1.377, H44 1.079
33 C -0.5198 3.4092 -1.3447  C32 1.377, C34 1.394, H43 1.080
34 C -0.9764 3.8288 -0.0963  C33 1.394, C35 1.377, H42 1.079
35 C -1.7240 2.9778 0.6865  C34 1.377, C36 1.395, H41 1.079
36 C -2.0228 1.6922 0.2344  C31 1.406, C35 1.395, C37 1.463
37 C -2.8104 0.7761 1.0601  C36 1.463, O38 1.209, N39 1.393
38 O -3.3016 1.0232 2.1368  C37 1.209
39 N -2.9838 -0.4701 0.4631  C29 1.357, C37 1.393, H40 1.015
40 H -3.4280 -1.1893 1.0242  N39 1.015
41 H -2.0938 3.2760 1.6557  C35 1.079
42 H -0.7441 4.8235 0.2528  C34 1.079
43 H 0.0624 4.0849 -1.9544  C33 1.080
44 H -0.4570 1.8035 -2.7700  C32 1.079
45 H -3.7854 -2.3759 -1.3517  C28 1.095
46 H -2.2003 -2.3561 -2.1776  C28 1.099
47 H -0.7600 -4.1495 0.5348  C25 1.093

C18H23N3O3 in the gas phase at a distorted geometry. Source: the Open Molecules 2025 dataset; level of theory: the ωB97M-V functional and the def2-TZVPD basis.

Gap between HOMO and LUMO   8.414 eV
DFT total energy   -29652.69103 eV
Structure (SMILES)   CCCCOCCCn1cnc2c([nH]c3cc(OC)ccc32)c1=O

Each atom is followed by the atoms it is bonded to, with distances in Å.
CARTESIAN COORDINATES (ANGSTROEM)
1 C -2.6016 2.7427 -4.2699  C2 1.525, H45 1.088, H46 1.088, H47 1.088
2 C -1.9270 2.0426 -3.0954  C1 1.525, C3 1.531, H43 1.092, H44 1.092
3 C -1.5161 3.0197 -1.9909  C2 1.531, C4 1.539, H41 1.092, H42 1.091
4 C -0.2865 3.8793 -2.3322  C3 1.539, O5 1.411, H39 1.093, H40 1.100
5 O 0.9076 3.4613 -1.7077  C4 1.411, C6 1.411
6 C 1.4416 2.2469 -2.1882  O5 1.411, C7 1.527, H37 1.101, H38 1.100
7 C 2.8561 2.0789 -1.6379  C6 1.527, H8 1.090, H9 1.090, C10 1.531
8 H 3.4905 2.8749 -2.0280  C7 1.090
9 H 3.2550 1.1182 -1.9651  C7 1.090
10 C 2.8938 2.1531 -0.1092  C7 1.531, N11 1.449, H35 1.090, H36 1.093
11 N 2.0766 1.1220 0.4986  C10 1.449, C12 1.360, C32 1.403
12 C 0.7927 1.3919 0.8555  N11 1.360, N13 1.285, H34 1.081
13 N -0.0495 0.5623 1.3603  C12 1.285, C14 1.359
14 C 0.4197 -0.6979 1.5538  N13 1.359, C15 1.396, C22 1.427
15 C 1.7234 -1.0695 1.2215  C14 1.396, N16 1.369, C32 1.431
16 N 1.9188 -2.3895 1.5295  C15 1.369, C17 1.365, H31 1.006
17 C 0.7659 -2.8877 2.0651  N16 1.365, C18 1.385, C22 1.420
18 C 0.4872 -4.1612 2.5321  C17 1.385, C19 1.389, H30 1.078
19 C -0.7816 -4.4103 3.0406  C18 1.389, C20 1.405, O25 1.363
20 C -1.7517 -3.3949 3.0748  C19 1.405, C21 1.377, H24 1.078
21 C -1.4750 -2.1291 2.6092  C20 1.377, C22 1.391, H23 1.078
22 C -0.2105 -1.8566 2.0977  C14 1.427, C17 1.420, C21 1.391
23 H -2.2227 -1.3526 2.6390  C21 1.078
24 H -2.7327 -3.6007 3.4719  C20 1.078
25 O -0.9889 -5.6816 3.4863  C19 1.363, C26 1.407
26 C -2.2421 -6.0197 4.0283  O25 1.407, H27 1.089, H28 1.095, H29 1.095
27 H -2.1636 -7.0676 4.3142  C26 1.089
28 H -2.4733 -5.4209 4.9152  C26 1.095
29 H -3.0446 -5.9065 3.2923  C26 1.095
30 H 1.2180 -4.9533 2.5150  C18 1.078
31 H 2.7822 -2.8858 1.3867  N16 1.006
32 C 2.6520 -0.1495 0.6388  N11 1.403, C15 1.431, O33 1.221
33 O 3.8008 -0.3750 0.2923  C32 1.221
34 H 0.4682 2.4104 0.6914  C12 1.081
35 H 2.5317 3.1280 0.2180  C10 1.090
36 H 3.9215 1.9987 0.2292  C10 1.093
37 H 1.4760 2.2600 -3.2886  C6 1.101
38 H 0.8134 1.3986 -1.8776  C6 1.100
39 H -0.4280 4.9004 -1.9695  C4 1.093
40 H -0.1374 3.9166 -3.4211  C4 1.100
41 H -1.2994 2.4664 -1.0747  C3 1.092
42 H -2.3612 3.6773 -1.7807  C3 1.091
43 H -2.6231 1.3145 -2.6731  C2 1.092
44 H -1.0543 1.4930 -3.4532  C2 1.092
45 H -2.8819 2.0192 -5.0320  C1 1.088
46 H -3.5008 3.2573 -3.9384  C1 1.088
47 H -1.9392 3.4757 -4.7243  C1 1.088

gap between HOMO and LUMO of number 2 (C18H23N3O3)? 9.119 eV